Formula: C55H136N8O17
Source: the Open Molecules 2025 dataset
Level of theory: ωB97M-V/def2-TZVPD

orbital gap	8.199	eV
HOMO	-0.2862	hartree
SMILES string	CC1(C)CCCC(C)(C)N1O.COCCNCCOC.COCCNCCOC.COCCNCCOC.COCCNCCOC.COCCNCCOC.COCCNCCOC.COCCNCCOC.CCO.CCO

Positions of all 216 atoms, in Å:
H: -5.339 -3.741 -3.288
H: -2.239 4.195 8.061
C: 1.436 5.757 -3.151
H: -7.784 -2.748 -2.791
C: 0.693 -0.211 -0.969
C: 0.624 0.229 4.975
C: 9.224 3.289 -2.974
C: 4.394 -1.279 1.768
H: -1.905 -1.185 -5.866
C: -2.275 -2.186 -5.643
C: 2.584 1.320 4.143
C: 6.972 0.472 -3.388
C: -1.687 -2.872 -0.260
H: -1.431 -1.910 -3.231
H: -4.196 -4.023 -1.931
H: 0.782 2.211 4.666
N: -0.574 3.414 3.481
H: 1.043 6.212 -2.242
H: 0.186 -3.269 1.572
C: 3.165 2.752 3.723
C: 3.362 -0.825 -3.411
C: -4.741 -4.345 -7.538
H: -0.294 0.381 5.541
H: 0.981 -1.091 -1.545
C: -2.935 2.994 6.335
H: -3.960 -1.770 -6.986
H: -1.807 1.354 5.838
H: -4.856 -1.306 -3.343
H: -6.709 -3.892 0.456
H: -1.478 3.318 -1.862
O: -2.202 5.709 1.985
O: -0.953 -4.090 0.062
H: 1.134 0.501 1.113
N: 1.368 1.439 4.950
H: 4.621 0.668 0.818
H: 1.407 0.552 -1.281
H: -0.139 -0.592 1.058
C: -6.118 -2.911 -1.392
C: -3.101 0.147 3.787
C: -0.595 4.880 3.624
H: 1.734 6.508 -3.884
C: -0.243 2.279 8.679
H: 5.643 -0.340 -1.052
H: -7.230 -1.705 1.040
H: 7.327 4.299 -0.303
H: 3.081 0.640 -5.494
H: -4.292 -1.319 0.686
H: 8.304 0.962 -1.885
C: -0.893 3.082 2.089
O: 2.811 0.472 -3.462
H: 3.358 0.827 4.732
C: -3.473 1.390 4.625
H: 5.274 0.925 3.318
C: 0.277 -3.889 0.680
H: 3.299 -3.197 5.242
C: -5.296 -0.894 0.689
H: -1.201 -2.431 -1.131
H: 0.168 0.034 4.005
C: 2.312 0.751 -4.731
O: 4.194 2.589 2.712
H: 2.116 -9.401 -0.602
H: 2.123 -0.600 6.229
C: 0.913 -8.888 -3.032
N: 5.640 0.162 -2.857
H: -6.491 -5.457 -7.770
C: -7.799 -4.859 -5.505
C: 5.083 4.206 -0.265
H: -2.958 -1.576 -2.444
H: 6.534 4.851 1.203
C: -5.937 -3.211 0.099
H: -4.380 1.434 -0.407
O: 6.607 6.231 -0.322
H: -3.966 2.169 4.044
O: -3.116 -2.086 -4.472
C: 6.476 4.838 0.114
H: 2.665 -8.018 -1.428
H: 8.005 7.772 -0.818
H: 5.274 -1.761 -3.853
O: -0.252 3.030 -0.250
H: -4.240 1.125 5.353
H: 5.056 0.975 -2.724
H: 4.941 3.342 0.384
H: -5.451 -5.946 -6.439
H: -0.271 2.974 9.517
H: -3.075 7.594 1.751
H: -0.850 2.002 1.946
C: 4.889 -0.746 -3.755
H: 1.593 3.428 -2.007
H: 8.569 6.199 -1.108
H: 2.287 -7.680 1.171
H: -1.940 3.304 1.884
H: -2.367 -0.386 -3.536
H: -3.429 3.824 5.830
C: 7.752 1.529 -2.635
H: -5.649 -4.938 -2.142
H: -7.967 -4.121 -1.807
C: 2.497 3.994 -1.782
H: -7.554 -5.553 -4.700
H: 7.629 -0.382 -3.551
H: 2.529 -3.565 3.719
O: -1.476 2.259 8.012
H: 0.610 -6.168 -0.614
H: -1.792 -2.124 0.526
H: -4.236 -5.037 -8.213
H: -3.509 6.566 0.607
H: -2.725 5.195 3.976
H: 8.484 6.704 0.535
C: 4.575 -0.383 0.530
H: 3.815 2.741 -2.993
C: 0.785 -5.282 1.163
H: -3.665 2.503 6.978
H: 4.258 -2.319 1.471
H: 1.498 -1.186 0.924
H: -8.376 -5.482 -6.188
H: 1.506 -8.218 -3.655
C: -6.194 -2.036 1.108
H: 2.288 3.337 3.446
H: 4.989 -0.287 -4.739
H: 2.312 4.381 -0.781
H: 0.050 1.285 9.016
H: -2.091 3.956 -0.200
O: 2.658 5.069 -2.780
H: -2.695 -3.180 -0.537
O: 1.996 -1.743 4.480
H: -8.469 -4.166 -4.996
H: 6.919 0.864 -4.404
H: -4.294 -3.641 -5.716
C: 0.823 -0.400 0.584
N: 4.957 3.741 -1.649
H: -7.758 -0.328 -0.591
C: -2.051 -1.978 3.831
C: -1.875 3.466 7.337
C: -1.923 5.657 3.400
H: 8.567 4.081 -2.612
H: 0.609 -8.009 0.624
H: 1.415 0.232 -5.069
C: 1.831 -8.372 -0.821
H: 2.078 1.808 -4.600
C: 7.947 6.762 -0.411
C: -2.413 -1.464 -3.382
H: 5.179 -1.204 2.521
O: -2.561 -0.898 4.623
C: 0.140 3.543 1.012
N: -5.605 -1.548 -1.691
C: -1.267 3.749 -0.883
H: 2.385 0.721 3.255
C: 3.692 3.098 -1.970
H: -1.463 -2.896 -5.488
H: -8.184 -2.441 -1.142
H: 6.050 2.128 2.332
H: 7.144 2.260 -2.101
H: 0.256 4.627 0.988
H: -2.745 -2.282 3.048
H: 3.680 -0.466 -0.086
C: 5.365 2.001 3.169
H: 0.517 2.577 7.956
H: -0.971 3.894 6.903
O: 8.550 2.222 -3.605
H: 3.678 2.210 -1.339
H: -1.732 6.533 4.019
H: -4.157 6.383 2.291
H: -6.909 0.956 0.227
H: -1.206 3.048 4.178
H: -0.015 -5.762 1.726
C: -3.273 6.526 1.670
O: 0.713 -8.321 -1.738
H: -3.939 -0.291 3.245
N: -3.814 -3.798 -6.590
H: 0.716 5.041 -3.546
N: 1.350 -6.058 0.065
H: -3.550 0.086 -1.127
O: -5.730 -1.152 -2.976
H: 1.654 -5.204 1.817
C: 1.367 -1.006 5.556
H: 3.325 -1.275 -2.419
O: -0.568 0.265 -1.317
H: 1.547 -3.631 5.174
H: 5.021 4.555 -2.244
H: 4.225 4.836 -0.030
H: 0.176 5.310 2.984
H: -2.533 -2.545 -7.728
C: 2.365 -3.098 4.689
H: -0.700 1.183 -1.069
O: -6.623 -4.264 -6.099
H: -5.265 -0.088 1.421
C: -5.610 -0.397 -0.717
H: 3.442 3.222 4.666
H: 5.751 2.489 4.064
H: 0.959 -3.450 -0.048
C: 1.537 -7.481 0.406
H: -5.953 -2.337 2.127
C: -5.901 -5.085 -6.932
H: 0.718 -1.654 6.145
C: -3.172 -2.510 -6.846
H: 1.281 -9.910 -2.948
H: -2.334 0.404 3.056
O: 5.714 -0.743 -0.184
H: 9.796 3.019 -2.087
H: 9.821 3.780 -3.743
C: -7.591 -3.098 -1.777
H: -4.653 0.999 -2.091
H: -0.824 4.722 -1.096
H: 2.846 -1.503 -4.091
C: -6.915 0.357 -0.684
H: -7.057 1.031 -1.528
N: -2.368 2.027 5.335
H: -1.738 -2.835 4.427
H: -0.318 5.120 4.650
H: -0.045 -8.901 -3.552
H: -1.196 -1.538 3.317
C: -5.243 -3.930 -2.219
H: -4.969 -3.659 0.324
C: -4.514 0.594 -1.089
H: 1.096 3.088 1.273
H: 3.494 -0.962 2.296
H: -5.060 -3.529 -8.187

Löwdin atomic charge list, values in e, 99 entries:
1. H 0.067
2. H 0.121
3. C -0.082
4. H 0.073
5. C -0.289
6. C -0.222
7. C -0.126
8. C -0.070
9. H 0.114
10. C -0.191
11. C -0.177
12. C -0.186
13. C -0.054
14. H 0.084
15. H 0.067
16. H 0.064
17. N -0.048
18. H 0.077
19. H 0.106
20. C -0.149
21. C -0.197
22. C -0.230
23. H 0.087
24. H 0.100
25. C -0.168
26. H 0.120
27. H 0.079
28. H 0.065
29. H 0.114
30. H 0.101
31. O -0.183
32. O -0.179
33. H 0.053
34. N -0.061
35. H 0.087
36. H 0.091
37. H 0.049
38. C -0.464
39. C -0.175
40. C -0.189
41. H 0.087
42. C -0.109
43. H 0.013
44. H 0.102
45. H 0.101
46. H 0.089
47. H 0.103
48. H 0.124
49. C -0.185
50. O -0.220
51. H 0.108
52. C -0.180
53. H 0.069
54. C -0.232
55. H 0.084
56. C -0.175
57. H 0.061
58. H 0.100
59. C -0.106
60. O -0.207
61. H 0.115
62. H 0.116
63. C -0.104
64. N -0.051
65. H 0.123
66. C -0.080
67. C -0.168
68. H 0.054
69. H 0.111
70. C -0.117
71. H 0.088
72. O -0.207
73. H 0.118
74. O -0.218
75. C -0.149
76. H 0.111
77. H 0.083
78. H 0.123
79. O -0.236
80. H 0.112
81. H 0.084
82. H 0.093
83. H 0.128
84. H 0.086
85. H 0.082
86. H 0.098
87. C -0.161
88. H 0.105
89. H 0.063
90. H 0.119
91. H 0.105
92. H 0.093
93. H 0.107
94. C -0.215
95. H 0.079
96. H 0.083
97. C -0.173
98. H 0.078
99. H 0.126